Model A:
Computed, not measured: a 2-piece molecular cluster, C3H8O2 overall, with ωB97M-V with the def2-TZVPD basis set.

```
13
Properties=species:S:1:pos:R:3
C -2.22631 -0.01930 1.62107
C -1.54297 -0.30074 0.48908
C -1.50866 -1.67261 -0.09423
O -0.97099 0.69363 -0.28018
H -3.24086 -0.34039 1.81615
H -1.85203 0.67534 2.37229
H -1.27536 -2.39282 0.67318
H -0.69626 -1.67607 -0.82577
H -2.40959 -1.87609 -0.67369
H -0.93527 1.34777 0.44941
O 5.66400 1.59443 -1.53747
H 4.79709 1.93623 -1.79448
H 6.19723 2.03061 -2.21537
```

Results
HOMO level	-8.20	eV
SMILES	C=C(C)O.O
lowest unoccupied orbital energy	0.029	Ha



Model B:
Computed, not measured: a single C3H8O2 molecule, with ωB97M-V with the def2-TZVPD basis set.

```
13
Properties=species:S:1:pos:R:3
O 0.33440 0.13603 2.42136
C 0.83092 0.17492 1.07523
C -0.33810 -0.00496 0.10029
C 0.09313 0.02871 -1.36160
O -1.01738 -0.23328 -2.15226
H 0.35991 -0.79211 2.69662
H 1.49598 -0.68406 0.95454
H 1.36267 1.11370 0.94871
H -1.04438 0.81907 0.22115
H -0.76960 -0.97132 0.36195
H 0.85341 -0.76383 -1.48534
H 0.55902 1.00884 -1.51152
H -0.98500 -0.17277 -3.12520
```

Results
HOMO level	-10.27	eV
SMILES	OCCCO
lowest unoccupied orbital energy	0.033	Ha



Short version: model B is the most stable of them.



Model A:
Computed, not measured: a 2-piece molecular cluster, C5H15NS overall, with ωB97M-V with the def2-TZVPD basis set.

```
22
Properties=species:S:1:pos:R:3
C 1.57224 -2.38986 0.37337
C 1.96801 -1.13473 1.19383
N 1.42920 0.12870 0.61572
C 1.54269 1.28566 1.51090
H 1.75815 -2.18553 -0.66760
H 2.07932 -3.30920 0.65328
H 0.51928 -2.53951 0.52268
H 1.48539 -1.25077 2.15706
H 3.04597 -1.02499 1.42591
H 1.82620 0.30104 -0.31016
H 0.88172 1.09337 2.35324
H 1.24052 2.22459 1.02039
H 2.54584 1.38191 1.87389
C -2.85020 1.59746 -0.29767
C -2.59900 0.19417 -0.72273
S -0.54737 0.10578 -1.46355
H -2.62811 2.28377 -1.11930
H -2.29458 1.92218 0.59609
H -3.89682 1.75373 0.03443
H -3.10850 -0.07483 -1.64342
H -2.66825 -0.60219 0.01028
H 0.16485 0.11681 -0.14615
```

Results
HOMO level	-7.92	eV
SMILES	CCNC.CCS
lowest unoccupied orbital energy	0.031	Ha



Model B:
Computed, not measured: a 2-piece molecular cluster, C5H15NS overall, with ωB97M-V with the def2-TZVPD basis set.

```
22
Properties=species:S:1:pos:R:3
C -1.32293 2.26167 1.51999
C -1.71359 1.75578 0.11764
N -0.50020 1.44122 -0.66293
C -0.83944 0.65893 -1.85141
H -0.83250 3.23154 1.47159
H -2.21864 2.28505 2.14939
H -0.66922 1.50546 1.97290
H -2.29023 0.81964 0.21177
H -2.38749 2.48290 -0.37104
H -0.08761 2.33093 -0.89088
H -1.14341 -0.33577 -1.55869
H 0.03223 0.48611 -2.50241
H -1.65087 1.06496 -2.48356
C 1.61447 -3.16001 -0.13631
C 2.21167 -2.09647 0.70181
S 1.17106 -0.61105 1.09685
H 1.62246 -2.86637 -1.18294
H 0.61823 -3.46657 0.10541
H 2.34602 -3.97186 -0.06692
H 3.08571 -1.65409 0.23524
H 2.53006 -2.42211 1.68740
H 0.42425 0.26007 0.43711
```

Results
HOMO level	-8.20	eV
SMILES	CCNC.CCS
lowest unoccupied orbital energy	0.037	Ha



Short version: model B is the most stable of them.



Model A:
Computed, not measured: a single C3H10N2S2 molecule, with ωB97M-V with the def2-TZVPD basis set.

```
17
Properties=species:S:1:pos:R:3
N -1.00954 1.95849 1.49735
C -0.03075 1.35546 0.61681
C -0.31535 -0.11676 0.34592
N -1.35276 -0.22353 -0.70325
C 0.96361 -0.78548 -0.12785
S 0.81106 -2.50428 -0.61907
S 1.13653 -2.38224 -2.66127
H -0.80041 1.99296 2.49023
H -1.19962 2.92504 1.28196
H 0.99911 1.40194 0.99382
H 0.04604 1.91867 -0.31154
H -0.63695 -0.49364 1.32915
H -2.15067 0.29576 -0.35328
H -1.63240 -1.19898 -0.67673
H 1.74597 -0.68629 0.62811
H 1.26312 -0.21779 -1.01443
H 2.16301 -3.23933 -2.71591
```

Results
HOMO level	-8.61	eV
SMILES	NC[C@@H](N)CSS
lowest unoccupied orbital energy	0.021	Ha



Model B:
Computed, not measured: a single C3H10N2S2 molecule, with ωB97M-V with the def2-TZVPD basis set.

```
17
Properties=species:S:1:pos:R:3
N 2.59798 -0.60773 -0.40338
C 1.46307 0.16424 -0.01270
C 0.05720 -0.45891 -0.24684
N -0.10525 -1.64634 0.61064
C -0.93504 0.57142 0.14816
S -2.69884 0.15308 -0.13896
S -3.46427 2.03619 -0.72903
H 2.71859 -1.52299 0.00540
H 2.71116 -0.74255 -1.40353
H 1.30519 1.06859 -0.60649
H 1.65507 0.64599 0.95706
H -0.01466 -0.82779 -1.27035
H 0.49279 -1.86752 1.38281
H -1.05087 -2.01011 0.65008
H -0.75844 1.42131 -0.54210
H -0.81966 0.87569 1.19149
H -3.15403 2.74743 0.40774
```

Results
HOMO level	-8.72	eV
SMILES	NC[C@@H](N)CSS
lowest unoccupied orbital energy	0.013	Ha



Model C:
Computed, not measured: a single C3H10N2S2 molecule, with ωB97M-V with the def2-TZVPD basis set.

```
17
Properties=species:S:1:pos:R:3
N 3.39982 -0.50485 -0.81342
C 2.46221 0.48568 -0.30977
C 1.06101 -0.10701 -0.06808
N 0.53710 -0.31209 -1.44801
C 0.28405 0.92848 0.73779
S -1.46768 0.39168 1.33233
S -2.69030 -0.54098 -0.05549
H 4.40200 -0.51020 -0.72985
H 3.06668 -1.39938 -0.47330
H 2.76270 1.04423 0.60167
H 2.32443 1.24933 -1.06879
H 1.15220 -1.06058 0.46601
H 1.33741 -0.43804 -2.04758
H -0.25242 0.26415 -1.60166
H 0.82539 1.22675 1.63361
H 0.06951 1.81850 0.15567
H -2.10053 -0.75258 -1.22008
```

Results
HOMO level	-8.05	eV
SMILES	NC[C@H](N)CSS
lowest unoccupied orbital energy	0.020	Ha



Short version: model A is the most stable of them.



Model A:
Computed, not measured: a 7-piece molecular cluster, C13H40O7 overall, with ωB97M-V with the def2-TZVPD basis set.

```
60
Properties=species:S:1:pos:R:3
C -3.19306 5.22171 -2.34849
C -2.16898 4.15672 -2.61382
C -1.20241 3.89967 -1.47128
O -2.97275 2.98134 -2.88401
H -2.70611 6.14868 -2.04565
H -3.85000 4.93300 -1.52802
H -3.88114 5.44433 -3.16402
H -1.53875 4.36636 -3.47809
H -0.82252 4.76634 -0.93028
H -0.43030 3.16348 -1.69485
H -1.84216 3.49016 -0.68955
H -3.63386 3.21691 -3.53902
C 1.08212 -0.48423 -4.08845
C 1.49394 -1.66227 -3.16368
C 0.35426 -2.18733 -2.34212
O 1.96287 -2.70995 -3.99431
H 1.93564 0.06520 -4.48560
H 0.67554 0.32801 -3.48590
H 0.27639 -0.65555 -4.80227
H 2.27063 -1.43551 -2.43331
H 0.80877 -2.94918 -1.70879
H -0.44671 -2.65963 -2.91088
H -0.05627 -1.42297 -1.68233
H 2.62919 -2.28236 -4.53725
C 3.06256 -4.05298 4.73581
C 3.14137 -3.37145 3.36356
C 2.72022 -1.89040 3.42739
O 4.42804 -3.41097 2.86903
H 3.14002 -5.13524 4.63179
H 2.07463 -3.80391 5.12318
H 3.85073 -3.67841 5.38895
H 2.50465 -3.85402 2.62207
H 3.40333 -1.31833 4.05523
H 1.70425 -1.67324 3.75716
H 2.83353 -1.48101 2.42357
H 4.43090 -2.92408 2.04167
C -4.56756 0.34264 -1.28499
O -3.89748 1.47275 -0.68584
H -5.63022 0.43961 -1.06261
H -4.44168 0.35254 -2.36766
H -4.35638 -0.64809 -0.88256
H -3.53425 1.95939 -1.42938
C -0.95333 0.73503 0.65968
O 0.03365 -0.08192 1.30881
H -1.84850 0.13075 0.51270
H -1.17221 1.65625 1.19963
H -0.58635 1.01559 -0.32759
H -0.41098 -0.72096 1.87054
C 3.01177 0.92389 -0.07307
O 2.52949 -0.38881 -0.02277
H 2.22229 1.66477 0.05313
H 3.75258 1.22598 0.66722
H 3.52474 1.09293 -1.01985
H 1.79233 -0.37212 0.59198
C -1.16896 -1.05619 4.16635
O -1.26202 -1.78810 2.97374
H -0.74094 -1.67080 4.95828
H -0.62697 -0.11446 4.07983
H -2.12400 -0.64618 4.49479
H -1.58380 -2.66326 3.20211
```

Results
HOMO level	-9.70	eV
SMILES	CC(C)O.CC(C)O.CC(C)O.CO.CO.CO.CO
lowest unoccupied orbital energy	0.017	Ha



Model B:
Computed, not measured: a 7-piece molecular cluster, C13H40O7 overall, with ωB97M-V with the def2-TZVPD basis set.

```
60
Properties=species:S:1:pos:R:3
C -1.19089 -0.04074 -4.24502
C -0.59418 -0.46620 -2.89870
C 0.32794 -1.64206 -3.14011
O 0.09775 0.64821 -2.36650
H -2.03348 -0.67271 -4.52533
H -0.41525 -0.06548 -5.01113
H -1.58127 0.97841 -4.20851
H -1.40802 -0.84463 -2.26815
H 0.61238 -2.08851 -2.18144
H 1.21448 -1.35551 -3.70503
H -0.20369 -2.44041 -3.66256
H 0.61183 0.35856 -1.58481
C 1.92074 -3.10505 4.55661
C 2.74215 -3.53266 3.34640
C 1.93547 -3.63572 2.04974
O 3.81308 -2.60250 3.16147
H 1.21220 -2.31040 4.30968
H 2.54193 -2.81872 5.40363
H 1.35271 -3.96649 4.92350
H 3.20194 -4.47934 3.63477
H 1.48798 -2.65610 1.86589
H 1.11873 -4.35829 2.10675
H 2.55567 -3.93159 1.20573
H 3.45971 -1.79329 2.72621
C -2.23256 1.28488 0.53804
C -1.99518 1.11131 2.03761
C -3.28634 0.89122 2.80378
O -1.05407 0.05027 2.26672
H -3.15669 0.77753 0.26147
H -1.37163 0.94763 -0.04218
H -2.29847 2.30890 0.16553
H -1.46926 1.99936 2.40963
H -3.97977 1.71461 2.63747
H -3.11499 0.84927 3.88508
H -3.73529 -0.07659 2.57296
H -1.04355 -0.11425 3.21488
C 0.75096 5.49998 -3.26432
C 0.94217 4.05086 -2.86295
C 0.88337 3.79154 -1.37664
O -0.01762 3.21734 -3.52334
H -0.21202 5.89833 -2.93735
H 0.71606 5.58395 -4.35188
H 1.58334 6.09603 -2.89317
H 1.91889 3.71907 -3.24548
H 1.15710 2.78858 -1.05921
H -0.11232 4.04688 -1.00413
H 1.56185 4.48339 -0.86163
H 0.11615 2.30860 -3.19606
C -2.70998 -2.39626 0.22190
O -3.27111 -3.24891 -0.76625
H -3.54008 -1.90839 0.73725
H -2.29679 -3.04209 1.00106
H -2.08250 -1.62013 -0.21290
H -2.65322 -3.91115 -1.07818
O 3.15220 -0.19444 2.16363
H 3.15817 0.27897 3.00637
H 4.00918 0.00738 1.76178
O 0.97397 -0.03340 0.11536
H 0.20481 -0.25923 0.65933
H 1.72529 -0.07981 0.72273
```

Results
HOMO level	-9.25	eV
SMILES	CC(C)O.CC(C)O.CC(C)O.CC(C)O.CO.O.O
lowest unoccupied orbital energy	-0.001	Ha



Short version: model B is the most stable of them.